One molecule with the formula C3H5NO4, computed with ωB97M-V/def2-TZVPD.

XYZ file:
```
13
Properties=species:S:1:pos:R:3:forces:R:3:mulliken_charge:R:1
C 1.10709 0.77656 1.09411 0.3 0.3 -0.2 -0.641
O 0.11461 -0.22005 1.30100 -0.4 -1.2 -0.2 -0.329
C -0.03627 -1.28066 0.44533 0.3 1.1 0.4 0.707
O -0.32903 -2.38247 0.79294 0.1 0.2 0.1 -0.552
N 0.26246 -0.98358 -0.89315 -0.1 -0.2 -0.3 -0.210
O -0.10612 0.29431 -1.38482 0.5 -0.3 0.7 -0.248
C -1.34706 0.69626 -1.01782 -1.2 -0.6 -1.3 0.184
O -2.19497 -0.00475 -0.54921 0.6 0.6 0.2 -0.444
H 1.91654 0.41467 0.45804 -0.1 0.0 0.0 0.355
H 1.49763 1.02805 2.07757 0.0 0.0 0.0 0.274
H 0.67853 1.67651 0.63846 0.0 -0.2 0.1 0.239
H -0.07591 -1.71651 -1.51232 -0.1 0.3 0.1 0.283
H -1.48750 1.70167 -1.45014 0.1 0.0 0.5 0.383
```
Forces are in eV/Å.

Output
Structure (SMILES): COC(=O)NOC=O
LUMO energy, eV: 0.7
DFT total energy, eV: -12870.2917
HOMO-LUMO gap, eV: 11.4
Net charge: 0
Energy relative to the best compared isomer or geometry (same formula, charge and spin), kJ/mol: 249.26

One molecule with the formula C3H5NO5, computed with ωB97M-V/def2-TZVPD.

XYZ file:
```
14
Properties=species:S:1:pos:R:3:forces:R:3:mulliken_charge:R:1
C 1.71921 0.57742 -0.55107 0.0 0.2 0.0 -0.886
N 0.49201 -0.15443 -0.34539 -0.5 0.4 0.1 0.245
O -0.68878 0.48218 -0.71252 0.7 0.3 1.3 -0.536
C -1.56144 1.12366 0.39234 2.0 -1.4 -1.2 0.713
O -1.17493 1.48046 1.43913 -0.1 0.1 0.0 -0.434
O -2.68377 1.04795 -0.23715 0.0 -0.7 -2.0 -0.457
C 0.42291 -1.29888 0.38891 -0.3 -0.1 0.1 0.648
O 1.38103 -1.92043 0.77526 0.1 0.0 0.0 -0.603
O -0.86210 -1.66125 0.61340 -0.1 0.0 -0.1 -0.447
H 2.54070 -0.06660 -0.24750 -0.1 0.0 0.0 0.337
H 1.82490 0.82764 -1.60642 0.0 0.0 0.0 0.286
H 1.73822 1.48606 0.05474 0.0 0.0 -0.1 0.294
H -2.29702 0.55421 -1.09554 -1.8 1.1 1.9 0.495
H -0.85095 -2.47799 1.13180 0.2 0.1 0.0 0.346
```
Forces are in eV/Å.

Output
Structure (SMILES): CN(OC(=O)O)C(=O)O
LUMO energy, eV: 0.5
DFT total energy, eV: -14918.3720
HOMO-LUMO gap, eV: 10.4
Net charge: 0
Energy relative to the best compared isomer or geometry (same formula, charge and spin), kJ/mol: 40.62

One molecule with the formula C3H5NOS, computed with ωB97M-V/def2-TZVPD.

XYZ file:
```
11
Properties=species:S:1:pos:R:3:forces:R:3:mulliken_charge:R:1
C -0.69762 -1.03467 0.15276 -3.2 2.4 2.0 -1.082
C 0.06660 0.16040 -0.14415 0.4 1.5 1.7 0.732
C -0.81836 1.06006 -0.91405 -3.3 0.9 -7.1 -0.069
O -1.66411 0.53549 -1.88972 4.8 3.4 6.1 -0.511
N 1.19998 0.58858 0.27470 0.4 -0.4 -0.2 -0.498
S 2.19174 -0.55856 1.12548 0.8 2.4 0.3 -0.152
H -0.07670 -1.86626 0.12046 0.3 -2.1 -0.4 0.530
H -1.45509 -0.64225 -0.63133 -0.1 -3.8 1.0 0.292
H -1.22630 -0.89866 1.28200 1.6 -0.4 -3.0 0.237
H -0.71965 2.22565 -0.93128 -0.1 -2.2 0.3 0.317
H 3.19951 0.43021 1.55514 -1.8 -1.7 -0.9 0.204
```
Forces are in eV/Å.

Output
Structure (SMILES): C/C(C=O)=N\S
LUMO energy, eV: -1.1
DFT total energy, eV: -17560.7787
HOMO-LUMO gap, eV: 8.3
Net charge: 0
Energy relative to the best compared isomer or geometry (same formula, charge and spin), kJ/mol: 433.10

One molecule with the formula C3H5NOS, computed with ωB97M-V/def2-TZVPD.

XYZ file:
```
11
Properties=species:S:1:pos:R:3:forces:R:3:mulliken_charge:R:1
C -0.89125 -0.18016 -0.93831 1.6 -4.3 0.5 -0.137
C -1.42067 0.95549 -0.94114 -0.8 3.1 0.2 -0.403
C 0.59056 -0.49140 -0.43335 -2.0 -1.4 0.2 -0.395
N 0.84454 0.64257 1.79473 0.3 1.3 1.1 -0.539
O 1.49707 0.55159 -0.55064 0.4 0.6 -0.5 -0.337
S 1.54073 1.56321 0.72518 -0.4 -0.3 0.5 0.280
H -1.52675 -1.11466 -1.04280 0.9 1.0 -0.1 0.253
H -1.04503 1.93216 -0.66629 -0.3 0.2 -0.3 0.269
H 0.41748 -0.65548 0.66898 0.3 -0.7 -1.4 0.416
H 1.02203 -1.37887 -0.92479 -0.3 0.5 0.1 0.343
H 0.64487 1.14494 2.66369 0.2 0.0 -0.3 0.250
```
Forces are in eV/Å.

Output
LUMO energy (alpha / beta), eV: -0.4 / -0.2
DFT total energy, eV: -17559.1405
HOMO-LUMO gap (alpha / beta), eV: 8.3 / 7.8
Net charge: 0
Energy relative to the best compared isomer or geometry (same formula, charge and spin), kJ/mol: 591.16

Computed largest force on an atom (eV/A) in order:
1.903, 2.816, 8.479, 4.617